Entry 1:
60
Properties=species:S:1:pos:R:3:mulliken_spin:R:1 method="wB97M-V/def2-TZVPD" relative_energy_ev=2.061 spin_multiplicity=2
Re 0.620 0.115 0.124 1.261
Br 0.888 0.491 -2.215 0.116
Se 2.686 0.666 1.193 -0.388
Cl -2.158 -4.770 0.875 -0.002
Cl 3.105 -2.100 -0.999 0.004
Cl -2.015 -1.715 0.527 0.005
Cl 2.928 -5.178 -0.824 -0.002
Cl 0.305 -6.536 0.142 0.005
S 0.281 -0.066 3.557 -0.013
O 1.638 -0.548 3.444 -0.018
O 0.041 1.088 4.366 0.003
N -2.318 0.846 2.664 0.009
N -1.444 1.370 0.512 0.013
N -2.553 -4.780 5.626 0.000
N -0.152 0.291 1.991 0.000
C -1.726 -1.280 4.972 0.002
C -0.340 -2.700 3.600 0.004
C -3.662 1.953 1.039 0.010
C -0.707 -1.445 4.054 0.004
C 4.449 0.233 0.495 -0.013
C 4.540 -1.796 2.023 -0.014
C 0.409 -4.834 0.048 0.033
C 7.158 -0.065 -0.082 -0.002
C 6.402 0.905 -0.720 -0.001
C 5.053 1.075 -0.448 0.026
C 1.586 -4.222 -0.380 -0.022
C -2.367 -2.392 5.474 0.000
C 1.669 -2.834 -0.431 0.017
C -1.991 -3.676 5.058 0.001
C -3.461 1.384 2.292 -0.004
C -2.594 1.907 0.159 0.002
C 4.268 2.117 -1.178 -0.011
C -0.988 -3.813 4.088 -0.002
C 6.519 -0.938 0.788 -0.004
C 8.635 -0.170 -0.301 0.000
C -1.338 0.856 1.764 -0.042
C -0.593 -2.663 0.270 0.080
C 5.174 -0.808 1.096 0.008
C -0.693 -4.046 0.365 -0.015
C 0.597 -2.008 -0.072 -0.062
H 3.624 1.637 -1.914 0.000
H -4.253 1.335 3.027 0.000
H 9.160 -0.053 0.646 0.000
H -0.710 -4.798 3.749 0.000
H 8.986 0.594 -0.989 0.000
H 7.091 -1.723 1.260 0.000
H 8.892 -1.149 -0.699 0.000
H 3.631 2.678 -0.494 0.006
H -1.979 -0.276 5.276 0.000
H 6.874 1.562 -1.438 -0.001
H -4.604 2.383 0.753 0.001
H 3.611 -1.410 2.441 0.008
H -2.395 -5.677 5.205 0.000
H 4.929 2.810 -1.691 -0.002
H 5.217 -2.045 2.837 -0.001
H -3.149 -2.287 6.210 0.000
H -2.645 2.299 -0.850 0.000
H 0.465 -2.786 2.885 -0.001
H -3.365 -4.671 6.205 0.000
H 4.324 -2.708 1.466 0.000

Entry 2:
69
Properties=species:S:1:pos:R:3:mulliken_spin:R:1 method="wB97M-V/def2-TZVPD" energy_ev=-85231.315 spin_multiplicity=5
Ir -0.413 0.168 -0.400 2.669
Te 4.144 1.672 -1.329 0.001
Cl -0.553 4.985 -1.554 0.002
Cl 1.973 4.708 -0.197 0.002
Cl 1.800 4.245 -3.054 0.001
O 1.300 1.904 -0.443 0.113
O -0.265 2.083 -1.986 0.118
N -2.033 1.405 0.138 0.186
N 0.590 -1.768 -0.671 -0.016
N -0.415 0.370 1.861 0.171
N -1.885 -1.186 -1.167 0.127
C -1.060 1.448 2.264 -0.065
C 0.649 2.555 -1.288 0.045
C 3.032 0.681 -2.862 0.006
C -2.633 -3.437 -0.815 0.157
C -0.256 -5.263 -1.535 -0.061
C -3.241 -0.687 -1.326 0.007
C -2.050 4.175 3.664 0.107
C -1.152 1.827 3.632 0.113
C 0.971 4.067 -1.496 0.007
C -2.992 1.822 -0.873 -0.023
C 0.338 -4.024 -1.466 0.128
C -3.202 0.723 -1.913 0.073
C -2.571 -4.822 -0.791 -0.052
C 2.275 -1.713 2.058 -0.006
C 0.795 -1.783 2.437 0.037
C 2.021 -1.992 -0.450 0.005
C -1.606 2.983 4.228 -0.044
C -2.279 4.396 2.322 -0.054
C -1.533 -5.662 -1.145 0.135
C 2.555 -1.121 0.681 0.041
C 6.035 0.884 -1.961 0.001
C -1.815 2.159 1.211 -0.007
C -1.629 -2.476 -1.041 -0.075
C 0.183 -0.470 2.904 0.010
C -0.182 -2.774 -1.025 -0.011
C -2.230 3.497 1.268 0.129
H -0.609 -0.729 3.615 0.002
H 2.808 -1.117 2.806 -0.001
H -3.939 2.063 -0.377 -0.009
H 2.106 -0.128 0.609 -0.008
H -3.757 -0.676 -0.356 -0.003
H 0.388 -6.055 -1.904 -0.003
H 1.368 -3.986 -1.794 0.010
H 0.690 -2.497 3.257 0.000
H 3.630 -0.994 0.552 -0.001
H -4.136 0.922 -2.441 -0.001
H 3.709 0.041 -3.425 0.000
H 2.568 -1.774 -1.373 0.004
H -1.557 2.973 5.312 -0.002
H -2.605 5.396 2.055 -0.002
H 2.241 0.085 -2.412 0.004
H 0.937 0.107 3.454 -0.003
H -2.648 2.721 -1.394 0.015
H -3.603 -3.016 -0.583 0.019
H 5.948 -0.189 -2.117 0.000
H 6.386 1.363 -2.872 0.000
H -2.556 3.894 0.316 0.018
H -2.251 4.995 4.341 0.007
H 2.203 -3.040 -0.196 -0.011
H 6.755 1.068 -1.165 0.000
H -0.795 1.091 4.334 0.007
H 2.692 -2.724 2.105 -0.001
H 2.581 1.413 -3.527 0.000
H -1.739 -6.724 -1.153 0.009
H -3.799 -1.346 -1.997 -0.016
H 0.202 -2.165 1.606 -0.002
H -2.388 0.765 -2.639 -0.006
H -3.497 -5.315 -0.513 -0.004